Record 1
{"formula": "C36H89FN3O25PS6", "method": "the ωB97M-V functional and the def2-TZVPD basis", "homo_energy_ev": -8.11, "lumo_ev": 0.038, "total_energy_ev": -171448.6018, "homo_lumo_gap_ev": 8.145, "elements": ["C", "C", "C", "O", "C", "N", "H", "H", "H", "H", "H", "H", "H", "H", "H", "H", "H", "H", "C", "C", "C", "O", "C", "N", "H", "H", "H", "H", "H", "H", "H", "H", "H", "H", "H", "H", "C", "C", "C", "O", "C", "N", "H", "H", "H", "H", "H", "H", "H", "H", "H", "H", "H", "H", "P", "O", "O", "O", "O", "O", "S", "O", "O", "C", "C", "C", "H", "H", "H", "H", "H", "H", "H", "H", "O", "S", "O", "O", "C", "C", "C", "H", "H", "H", "H", "H", "H", "H", "H", "O", "S", "O", "O", "C", "C", "C", "H", "H", "H", "H", "H", "H", "H", "H", "O", "S", "O", "O", "C", "C", "C", "H", "H", "H", "H", "H", "H", "H", "H", "O", "S", "O", "O", "C", "C", "C", "H", "H", "H", "H", "H", "H", "H", "H", "O", "S", "O", "O", "C", "C", "C", "H", "H", "H", "H", "H", "H", "H", "H", "F", "C", "C", "C", "C", "C", "C", "H", "H", "H", "H", "H"], "xyz": [[3.381, 1.811, 0.523], [2.803, 3.102, -0.223], [3.879, 3.787, -1.091], [3.412, 4.860, -1.956], [4.467, 5.445, -2.764], [1.717, 2.675, -1.197], [1.884, 1.702, -1.413], [0.798, 2.551, -0.797], [1.737, 3.244, -2.031], [2.612, 1.131, 0.890], [3.913, 2.094, 1.431], [4.034, 1.186, -0.086], [2.228, 3.724, 0.463], [4.293, 3.003, -1.725], [4.680, 4.171, -0.460], [4.066, 6.222, -3.414], [4.864, 4.643, -3.387], [5.216, 5.873, -2.098], [-1.310, -3.035, 1.629], [-2.325, -2.256, 2.533], [-1.920, -2.307, 4.018], [-2.868, -1.494, 4.743], [-2.415, -1.077, 6.051], [-2.168, -0.788, 2.093], [-2.591, -0.102, 2.703], [-1.172, -0.622, 2.083], [-2.260, -0.606, 1.104], [-1.553, -2.943, 0.571], [-1.094, -4.075, 1.873], [-0.312, -2.599, 1.591], [-3.353, -2.462, 2.234], [-0.896, -1.934, 4.007], [-1.808, -3.296, 4.463], [-3.215, -0.822, 6.747], [-1.788, -0.191, 5.950], [-1.882, -1.883, 6.555], [-2.006, 2.501, -3.192], [-2.057, 1.213, -4.003], [-1.587, 1.403, -5.462], [-1.759, 0.167, -6.199], [-1.836, 0.355, -7.616], [-1.182, 0.175, -3.352], [-1.408, -0.032, -2.389], [-1.160, -0.771, -3.707], [-0.234, 0.510, -3.259], [-2.326, 2.314, -2.167], [-2.647, 3.300, -3.564], [-0.978, 2.855, -3.127], [-3.023, 0.709, -4.046], [-0.558, 1.754, -5.546], [-2.247, 2.132, -5.931], [-1.694, -0.568, -8.178], [-0.989, 1.005, -7.836], [-2.815, 0.780, -7.838], [-0.269, 0.368, -0.249], [-0.646, 1.883, -0.223], [-1.652, -0.442, -0.581], [0.296, -0.148, 1.119], [0.771, 0.090, -1.401], [2.072, -3.895, 2.267], [3.154, -3.785, 1.312], [4.556, -3.940, 1.778], [2.840, -4.756, 0.000], [3.680, -4.580, -1.157], [3.530, -5.828, -2.013], [3.108, -2.099, 0.491], [4.714, -4.391, -0.868], [3.451, -3.655, -1.686], [4.217, -5.828, -2.860], [2.518, -5.954, -2.398], [3.760, -6.710, -1.415], [2.916, -1.366, 1.274], [2.300, -2.049, -0.240], [4.066, -1.943, -0.005], [-1.209, -2.708, -4.194], [-0.946, -3.717, -3.159], [-2.079, -4.377, -2.475], [-0.003, -4.929, -3.917], [0.769, -4.468, -5.003], [1.718, -5.602, -5.550], [0.293, -3.105, -1.918], [1.357, -3.597, -4.713], [0.045, -4.174, -5.763], [2.296, -5.221, -6.392], [1.157, -6.476, -5.879], [2.303, -5.951, -4.699], [1.115, -2.630, -2.454], [0.750, -3.978, -1.453], [-0.271, -2.447, -1.257], [1.802, 4.685, 2.564], [1.532, 3.621, 3.507], [2.568, 2.614, 3.793], [0.991, 4.237, 4.929], [1.334, 3.492, 6.053], [0.795, 4.316, 7.230], [0.018, 2.724, 2.982], [2.395, 3.471, 6.302], [0.917, 2.486, 6.094], [-0.293, 4.322, 7.290], [1.125, 5.351, 7.149], [1.039, 3.892, 8.204], [0.079, 1.690, 3.324], [0.014, 2.776, 1.893], [-0.789, 3.326, 3.398], [-5.925, 3.793, 0.374], [-4.476, 3.970, 0.386], [-3.819, 4.580, -0.757], [-4.117, 4.888, 1.733], [-4.584, 4.394, 2.999], [-4.542, 5.606, 3.931], [-3.600, 2.358, 0.757], [-3.973, 3.578, 3.387], [-5.631, 4.103, 2.914], [-4.839, 5.327, 4.942], [-5.284, 6.354, 3.650], [-3.568, 6.095, 3.964], [-3.509, 1.738, -0.135], [-4.299, 1.824, 1.400], [-2.614, 2.561, 1.176], [-5.506, -1.006, 0.677], [-5.969, -1.694, -0.553], [-6.850, -2.858, -0.580], [-6.639, -0.566, -1.582], [-6.476, 0.844, -1.328], [-6.576, 1.505, -2.698], [-4.526, -2.003, -1.659], [-5.477, 1.069, -0.956], [-7.233, 1.280, -0.676], [-7.557, 1.439, -3.168], [-5.834, 1.144, -3.410], [-6.355, 2.570, -2.633], [-3.711, -2.287, -0.994], [-4.202, -1.158, -2.267], [-4.777, -2.857, -2.288], [0.671, -0.275, 5.881], [1.906, -0.977, 5.496], [3.146, -0.780, 6.255], [1.501, -2.619, 5.430], [2.528, -3.601, 5.476], [1.783, -4.843, 5.347], [2.193, -0.818, 3.687], [3.042, -3.523, 6.434], [3.235, -3.494, 4.653], [1.124, -5.081, 6.182], [2.490, -5.671, 5.295], [1.194, -4.996, 4.443], [1.377, -1.301, 3.150], [3.175, -1.247, 3.486], [2.183, 0.266, 3.573], [5.200, -1.999, -2.337], [4.932, -0.874, -3.040], [3.722, -0.218, -2.907], [3.417, 0.888, -3.637], [4.417, 1.485, -4.404], [5.663, 0.842, -4.550], [5.882, -0.331, -3.856], [3.003, -0.575, -2.185], [2.388, 1.215, -3.624], [4.213, 2.350, -5.019], [6.501, 1.300, -5.055], [6.821, -0.843, -4.011]]}

***

Record 2
{"formula": "C5H6N", "method": "the ωB97M-V functional and the def2-TZVPD basis", "homo_energy_ev": -15.66, "charge": 1, "lumo_ev": -6.710, "e_above_lowest_kj_mol": 392.3, "total_energy_ev": -6761.1120, "homo_lumo_gap_ev": 8.955, "elements": ["C", "C", "C", "C", "C", "N", "H", "H", "H", "H", "H", "H"], "xyz": [[-3.570, -0.296, -0.055], [0.954, -0.622, 0.128], [0.861, 1.792, -0.029], [1.442, -1.782, 0.011], [0.322, 0.577, 0.221], [-2.457, -0.184, 0.164], [-4.599, -0.388, -0.285], [1.916, 1.932, -0.230], [0.255, 2.682, 0.045], [1.045, -2.530, -0.671], [2.292, -2.155, 0.573], [-0.732, 0.501, 0.533]]}

***

Q: What is the formula in the second record?
A: C5H6N

***

Q: What is the formula in the second record?
A: C5H6N